No. 1
Molecular formula: C20H24N4O
Method: DFT, ωB97M-V with the def2-TZVPD basis set

Element x y z (Å)
1 C -5.142 -2.317 -1.048
2 C -4.216 -1.408 -0.250
3 C -4.881 -0.070 0.069
4 C -3.993 0.838 0.921
5 N -2.820 1.261 0.195
6 C -2.420 2.538 0.112
7 O -3.011 3.479 0.607
8 C -1.128 2.714 -0.687
9 C 0.111 2.315 0.123
10 C 0.355 0.845 0.166
11 N -0.437 -0.065 -0.339
12 C 0.154 -1.274 -0.079
13 C -0.207 -2.585 -0.353
14 C 0.673 -3.560 0.084
15 C 1.842 -3.212 0.762
16 N 2.208 -1.971 1.041
17 C 1.366 -1.046 0.615
18 N 1.465 0.311 0.762
19 C 2.600 0.968 1.361
20 C 3.823 0.845 0.482
21 C 5.041 0.461 1.023
22 C 6.160 0.346 0.218
23 C 6.070 0.608 -1.139
24 C 4.856 0.985 -1.686
25 C 3.738 1.104 -0.880
26 H -6.053 -2.520 -0.490
27 H -5.417 -1.848 -1.991
28 H -4.656 -3.266 -1.267
29 H -3.936 -1.903 0.684
30 H -3.302 -1.235 -0.822
31 H -5.128 0.446 -0.860
32 H -5.811 -0.251 0.611
33 H -3.694 0.307 1.834
34 H -4.533 1.745 1.205
35 H -2.186 0.549 -0.161
36 H -1.176 2.122 -1.600
37 H -1.052 3.771 -0.946
38 H 0.007 2.690 1.147
39 H 0.992 2.798 -0.312
40 H -1.119 -2.827 -0.875
41 H 0.460 -4.603 -0.095
42 H 2.525 -3.976 1.105
43 H 2.796 0.491 2.325
44 H 2.352 2.020 1.529
45 H 5.112 0.246 2.079
46 H 7.103 0.045 0.649
47 H 6.942 0.513 -1.768
48 H 4.777 1.186 -2.744
49 H 2.793 1.391 -1.318

Results
**Relative energy (zero: lowest compared OMol25 entry of this formula, charge and spin)**: 0.0453 eV
**SMILES**: CCCCNC(=O)CCc1nc2cccnc2n1Cc1ccccc1
**Orbital gap**: 9.567 eV
**LUMO**: 0.66 eV
**Calculated total energy**: -29139.2001 eV

No. 2
Molecular formula: C17H32NO6
Method: DFT, ωB97M-V with the def2-TZVPD basis set

Element x y z (Å)
1 C 2.322 -1.409 -1.056
2 C 0.841 -1.607 -0.873
3 O 0.392 -2.510 -0.224
4 O -0.009 -0.706 -1.416
5 C 0.283 -0.164 -2.709
6 C -0.567 1.097 -3.011
7 C -0.862 1.037 -4.531
8 C 0.206 2.406 -2.795
9 C 0.231 2.945 -1.367
10 C 0.808 4.375 -1.440
11 C 1.141 2.125 -0.435
12 N -1.138 3.060 -0.823
13 O -1.167 3.593 0.340
14 C -2.138 1.963 -0.997
15 C -2.222 1.093 0.268
16 C -3.506 2.672 -1.138
17 C -1.912 1.072 -2.253
18 H 2.659 -2.040 -1.885
19 H 2.588 -0.379 -1.281
20 H 2.820 -1.745 -0.148
21 H 1.346 0.070 -2.814
22 H 0.047 -0.935 -3.447
23 H -1.616 1.785 -4.788
24 H -1.216 0.054 -4.845
25 H 0.037 1.300 -5.101
26 H 1.243 2.283 -3.122
27 H -0.288 3.161 -3.418
28 H 0.116 5.020 -1.986
29 H 1.764 4.338 -1.970
30 H 0.970 4.777 -0.440
31 H 1.425 2.732 0.428
32 H 0.672 1.214 -0.068
33 H 2.060 1.885 -0.977
34 H -2.911 0.270 0.062
35 H -1.264 0.651 0.545
36 H -2.621 1.666 1.104
37 H -4.320 2.022 -0.816
38 H -3.671 3.018 -2.161
39 H -3.500 3.557 -0.497
40 H -2.131 0.045 -1.956
41 H -2.685 1.336 -2.978
42 C 1.784 -4.089 2.233
43 C 0.386 -3.903 2.772
44 O 0.241 -4.451 4.098
45 C 0.734 -3.705 5.079
46 O 1.251 -2.624 4.969
47 O 0.551 -4.358 6.230
48 C 1.073 -3.686 7.378
49 H 2.073 -5.141 2.272
50 H 1.820 -3.750 1.202
51 H 2.506 -3.521 2.820
52 H -0.335 -4.447 2.167
53 H 0.096 -2.854 2.778
54 H 0.692 -2.669 7.440
55 H 2.161 -3.668 7.344
56 H 0.740 -4.261 8.237

Results
**⟨S²⟩**: 0.75
**Orbital gap (alpha / beta)**: 8.760 / 9.963 eV
**LUMO (alpha / beta)**: 0.49 / 0.47 eV
**Calculated total energy**: -31921.6847 eV
**Multiplicity**: 2

No. 3
Molecular formula: C21H21ClN2O2S
Method: DFT, ωB97M-V with the def2-TZVPD basis set

Element x y z (Å)
1 N -10.231 0.404 0.968
2 C -9.080 0.393 0.761
3 C -7.662 0.383 0.511
4 C -6.954 -0.822 0.498
5 C -5.578 -0.831 0.259
6 C -4.900 0.369 0.035
7 S -3.106 0.356 -0.324
8 C -2.309 0.704 1.168
9 Cl -0.693 0.781 1.364
10 O -2.855 -1.009 -0.738
11 O -2.933 1.444 -1.267
12 C -5.605 1.573 0.032
13 C -6.980 1.579 0.275
14 H -7.483 -1.760 0.670
15 H -5.041 -1.776 0.236
16 H -2.938 0.756 2.051
17 H -5.088 2.508 -0.169
18 H -7.529 2.521 0.273
19 C 4.955 -2.361 -3.129
20 C 4.395 -1.616 -4.348
21 C 3.154 -0.860 -3.861
22 N 3.255 -0.853 -2.402
23 C 2.466 -0.118 -1.633
24 C 2.511 -0.128 -0.224
25 C 2.003 0.901 0.552
26 C 2.308 0.997 1.965
27 C 2.516 2.245 2.602
28 C 2.828 2.310 3.958
29 C 2.933 1.136 4.717
30 C 2.740 -0.108 4.100
31 C 2.438 -0.180 2.742
32 C 4.257 -1.780 -1.886
33 H 4.726 -3.428 -3.195
34 H 6.037 -2.248 -3.045
35 H 5.130 -0.899 -4.724
36 H 4.134 -2.296 -5.158
37 H 3.090 0.160 -4.262
38 H 2.238 -1.389 -4.172
39 H 1.764 0.558 -2.139
40 H 2.999 -0.979 0.269
41 H 1.598 1.778 0.041
42 H 2.449 3.153 1.997
43 H 2.994 3.283 4.427
44 H 3.171 1.187 5.780
45 H 2.827 -1.030 4.677
46 H 2.284 -1.147 2.259
47 H 3.784 -2.581 -1.293
48 H 4.977 -1.279 -1.220

Results
**Relative energy (zero: lowest compared OMol25 entry of this formula, charge and spin)**: 6.1362 eV
**Orbital gap**: 3.078 eV
**LUMO**: -2.06 eV
**Calculated total energy**: -52545.1929 eV

No. 4
Molecular formula: C2H3NOS3
Method: DFT, ωB97M-V with the def2-TZVPD basis set

Element x y z (Å)
1 S 1.939 -0.028 1.875
2 C 1.044 -0.462 0.627
3 S 0.814 -2.103 0.058
4 O -0.297 -1.667 -1.038
5 N -0.112 -0.264 -1.380
6 C 0.044 0.412 -0.166
7 S -1.400 0.647 1.064
8 H -0.942 -0.095 -1.888
9 H 0.494 1.598 -0.290
10 H -1.584 1.963 1.137

Results
**Relative energy (zero: lowest compared OMol25 entry of this formula, charge and spin)**: 3.1226 eV
**SMILES**: S=C1SON[C@H]1S
**Orbital gap**: 8.237 eV
**LUMO**: -0.56 eV
**Calculated total energy**: -38162.2820 eV

> Look up the calculated total energy of the first one.

-29139.2001 eV

What did the fourth record say?
Molecular formula: C2H3NOS3
Method: DFT, ωB97M-V with the def2-TZVPD basis set

Element x y z (Å)
1 S 1.939 -0.028 1.875
2 C 1.044 -0.462 0.627
3 S 0.814 -2.103 0.058
4 O -0.297 -1.667 -1.038
5 N -0.112 -0.264 -1.380
6 C 0.044 0.412 -0.166
7 S -1.400 0.647 1.064
8 H -0.942 -0.095 -1.888
9 H 0.494 1.598 -0.290
10 H -1.584 1.963 1.137

Results
**Relative energy (zero: lowest compared OMol25 entry of this formula, charge and spin)**: 3.1226 eV
**SMILES**: S=C1SON[C@H]1S
**Orbital gap**: 8.237 eV
**LUMO**: -0.56 eV
**Calculated total energy**: -38162.2820 eV

> Which value of calculated total energy does entry 1 give?

-29139.2001 eV